Run a
A 9-piece molecular cluster, H18O9 overall. Source: the Open Molecules 2025 dataset; level of theory: ωB97M-V/def2-TZVPD.

Computed properties:
E_LUMO = 0.320 eV
E_HOMO = -10.86 eV
gap between HOMO and LUMO = 0.4107 Eh
net charge = 0
SMILES string = O.O.O.O.O.O.O.O.O
M = 162.135 g mol⁻¹

Cartesian coordinates (Å):
O  2.518  -1.473  -1.104
H  2.388  -2.319  -1.549
H  1.890  -0.956  -1.624
O  -0.224  -0.018  2.346
H  0.343  -0.663  2.762
H  -1.121  -0.376  2.312
O  -0.995  -2.353  3.103
H  -0.518  -3.157  3.324
H  -1.683  -2.294  3.769
O  1.444  3.034  -1.683
H  1.369  3.427  -2.547
H  2.332  2.917  -1.317
O  -3.596  0.604  -0.783
H  -2.715  1.039  -0.959
H  -4.073  0.607  -1.638
O  1.869  -2.629  2.643
H  2.436  -2.545  1.864
H  2.424  -2.660  3.418
O  0.130  -0.756  -3.419
H  0.623  0.058  -3.521
H  -0.257  -0.627  -2.530
O  -1.678  3.559  -1.265
H  -1.552  3.616  -0.299
H  -0.689  3.419  -1.323
O  -0.224  0.136  -0.369
H  -0.842  0.654  0.143
H  0.402  -0.245  0.244

---

Run b
A 9-piece molecular cluster, H18O9 overall. Source: the Open Molecules 2025 dataset; level of theory: ωB97M-V/def2-TZVPD.

Computed properties:
E_LUMO = -0.180 eV
E_HOMO = -10.30 eV
gap between HOMO and LUMO = 0.3717 Eh
net charge = 0
SMILES string = O.O.O.O.O.O.O.O.O
M = 162.135 g mol⁻¹

Cartesian coordinates (Å):
O  -0.557  2.098  -1.380
H  0.231  1.977  -1.926
H  -1.012  2.857  -1.769
O  0.573  0.103  0.814
H  -0.105  -0.485  0.454
H  1.286  0.081  0.161
O  2.463  -2.074  1.509
H  3.022  -2.386  2.228
H  1.777  -1.531  1.935
O  -2.071  1.888  1.042
H  -2.282  0.935  1.076
H  -1.392  1.951  0.351
O  3.780  0.868  -2.434
H  3.158  0.161  -2.180
H  4.645  0.450  -2.406
O  2.469  -1.287  -1.163
H  2.546  -1.474  -0.203
H  1.761  -1.867  -1.466
O  -1.960  -0.775  -1.709
H  -2.011  -1.443  -2.403
H  -1.502  -0.021  -2.109
O  -1.341  0.740  3.665
H  -2.272  0.916  3.834
H  -1.249  0.854  2.707
O  -3.357  -0.533  0.683
H  -3.741  -1.399  0.853
H  -2.859  -0.609  -0.161

---

Run c
A 9-piece molecular cluster, H18O9 overall. Source: the Open Molecules 2025 dataset; level of theory: ωB97M-V/def2-TZVPD.

Computed properties:
E_LUMO = 0.030 eV
E_HOMO = -10.62 eV
gap between HOMO and LUMO = 0.3915 Eh
net charge = 0
SMILES string = O.O.O.O.O.O.O.O.O
M = 162.135 g mol⁻¹

Cartesian coordinates (Å):
O  15.395  7.285  -28.187
H  14.875  6.531  -28.476
H  16.058  7.385  -28.848
O  19.663  8.289  -27.186
H  19.625  8.900  -26.431
H  20.603  7.990  -27.260
O  19.055  6.000  -28.110
H  18.397  6.119  -28.794
H  19.429  6.881  -27.871
O  20.993  11.800  -26.708
H  20.868  12.636  -26.180
H  20.213  11.861  -27.279
O  17.150  8.030  -30.739
H  17.238  8.837  -30.223
H  16.217  8.082  -31.013
O  17.868  9.762  -28.586
H  18.620  9.347  -28.130
H  18.071  10.704  -28.653
O  18.321  12.281  -27.314
H  17.909  12.057  -26.502
H  17.617  12.518  -27.937
O  16.984  7.922  -26.050
H  16.281  7.775  -26.698
H  17.816  7.803  -26.480
O  15.450  10.439  -27.176
H  16.292  10.134  -27.505
H  14.951  9.712  -26.833

---

Run d
A 9-piece molecular cluster, H18O9 overall. Source: the Open Molecules 2025 dataset; level of theory: ωB97M-V/def2-TZVPD.

Computed properties:
E_LUMO = 0.259 eV
E_HOMO = -10.91 eV
gap between HOMO and LUMO = 0.4103 Eh
net charge = 0
SMILES string = O.O.O.O.O.O.O.O.O
M = 162.135 g mol⁻¹

Cartesian coordinates (Å):
H  -0.301  0.247  -0.796
H  -1.618  0.949  -0.510
H  -3.558  -4.242  -2.463
H  -3.003  -3.085  -1.648
H  -2.053  2.810  4.112
H  -1.424  1.556  3.529
H  0.133  -1.880  2.332
H  -0.869  -0.769  2.064
H  -1.428  5.040  -0.164
H  -0.282  5.319  0.794
H  2.518  -3.715  -3.510
H  2.206  -2.406  -2.802
H  2.206  0.138  1.727
H  3.437  0.061  2.615
H  2.199  2.472  -2.489
H  3.543  3.177  -2.556
H  -1.365  -2.698  -0.444
H  0.074  -2.880  0.009
O  -0.665  1.053  -0.412
O  -3.488  -3.914  -1.559
O  -2.278  1.953  3.733
O  -0.114  -1.222  1.672
O  -0.965  4.669  0.596
O  1.814  -3.068  -3.383
O  2.609  0.541  2.504
O  3.132  2.350  -2.283
O  -0.460  -2.455  -0.671

---

Most stable structure - run b; separation to the second - 0.0165 hartree.

---

Run a
C3H5NO as an isolated structure. Source: the Open Molecules 2025 dataset; level of theory: ωB97M-V/def2-TZVPD.

Computed properties:
E_LUMO = 0.580 eV
E_HOMO = -9.30 eV
gap between HOMO and LUMO = 0.3630 Eh
net charge = 0
M = 71.079 g mol⁻¹

Cartesian coordinates (Å):
C  0.729  -0.945  -0.721
C  0.322  -0.093  0.440
O  -1.310  1.633  -0.097
C  -0.944  0.505  0.552
N  -1.416  -0.327  1.342
H  -0.074  -1.050  -1.456
H  1.034  -1.925  -0.356
H  1.604  -0.504  -1.230
H  1.125  0.344  1.038
H  -1.070  2.363  0.488

---

Run b
One molecule with the formula C3H5NO. Source: the Open Molecules 2025 dataset; level of theory: ωB97M-V/def2-TZVPD.

Computed properties:
E_LUMO = 0.871 eV
E_HOMO = -8.84 eV
gap between HOMO and LUMO = 0.3570 Eh
net charge = 0
M = 71.079 g mol⁻¹

Cartesian coordinates (Å):
C  -0.692  0.791  0.103
O  -0.640  0.032  -1.059
C  0.531  -0.804  -0.967
C  0.988  -0.847  0.466
N  0.230  0.076  1.008
H  -1.712  0.817  0.508
H  -0.328  1.820  -0.052
H  0.297  0.338  1.983
H  1.348  -0.394  -1.581
H  0.279  -1.796  -1.352

---

Most stable structure - run b; separation to the second - 0.0307 hartree.